1.
C47H32ClN8OPS2SeTi | the ωB97M-V functional and the def2-TZVPD basis

Summary:
2S+1: 1
electronic energy: -7172.48314 a.u.
charge: -2
LUMO level (spin up / spin down): 3.6 / 3.6 eV

Geometry as XYZ:
```
94
C47H32ClN8OPS2SeTi the ωB97M-V functional and the def2-TZVPD basis
Se -0.036 3.134 6.048
Ti -1.189 0.434 -1.283
Cl -5.395 1.655 4.419
S -0.446 -1.022 -3.756
S -1.330 1.958 -3.422
P 0.891 -1.601 -0.903
O 5.279 3.664 0.491
N -0.529 1.520 5.439
N 0.275 3.284 -6.492
N 1.576 1.520 -1.629
N -1.342 -0.244 0.946
N 3.277 3.673 1.524
N 1.351 -0.641 -6.997
N -0.012 3.883 4.415
N -0.862 2.130 -0.072
C -0.884 -3.854 -1.029
C -1.055 0.547 3.266
C -1.035 0.765 1.847
C 3.769 1.057 -2.466
C -1.798 -1.598 -1.395
C 4.057 -4.278 -1.331
C 2.657 -4.534 -3.255
C -3.304 1.129 -1.230
C 1.519 -2.912 3.006
C 1.351 -1.755 0.888
C -0.477 3.151 2.139
C 2.142 2.311 -0.725
C -0.648 1.632 4.143
C 1.108 -2.876 1.682
C -4.313 2.626 2.116
C 2.388 0.905 -2.487
C 0.001 2.466 -5.726
C -0.722 -2.471 -1.097
C -0.790 3.376 -0.574
C -3.859 2.501 0.810
C 4.342 1.854 -1.492
C -4.951 0.312 2.091
C -1.799 -1.379 1.484
C 3.512 2.492 -0.585
C -0.358 2.945 3.577
C -2.133 -4.419 -1.248
C 2.014 -0.672 1.463
C -3.199 -3.590 -1.578
C -3.026 -2.214 -1.654
C 0.757 -0.265 -6.082
C -0.767 2.012 1.312
C 3.210 -3.283 -0.852
C 2.433 -0.704 2.789
C 2.054 -2.917 -1.549
C -1.489 -0.660 3.749
C -0.567 4.511 0.177
C -0.380 4.391 1.566
C -0.346 1.462 -4.761
C 0.013 0.164 -4.932
C -1.902 -1.634 2.838
C 1.814 -3.539 -2.780
C 2.184 -1.826 3.565
C -4.846 1.522 2.758
C -3.893 1.281 0.115
C 3.775 -4.921 -2.526
C 4.106 3.325 0.506
C -4.488 0.205 0.791
H 5.414 1.994 -1.411
H 3.661 4.225 2.269
H -0.188 5.253 2.193
H 1.462 2.828 -0.061
H 0.586 -3.727 1.259
H -3.885 -1.612 -1.931
H 1.912 0.245 -3.204
H -4.242 3.575 2.636
H -0.038 -4.499 -0.821
H -3.289 2.081 -1.760
H -2.266 -5.493 -1.183
H -1.514 -0.827 4.819
H 2.438 -5.007 -4.206
H 3.458 -2.787 0.075
H 0.961 -3.232 -3.370
H -2.101 -2.153 0.796
H -3.853 0.407 -1.835
H 2.487 -1.849 4.606
H 2.328 3.347 1.611
H 4.424 -5.710 -2.890
H 4.374 0.534 -3.194
H -3.440 3.372 0.316
H 1.312 -3.789 3.609
H 2.202 0.209 0.863
H -2.284 -2.591 3.168
H -5.372 -0.547 2.600
H -0.875 3.462 -1.648
H -0.513 5.470 -0.318
H -4.174 -4.022 -1.783
H 4.940 -4.548 -0.763
H 2.943 0.154 3.217
H -4.549 -0.754 0.286
```

***

2.
C47H34CrINO6P2S2 | the ωB97M-V functional and the def2-TZVPD basis

Summary:
2S+1: 4
electronic energy: -5138.70593 a.u.
⟨S²⟩: 3.83
charge: +1
LUMO level (spin up / spin down): -4.1 / -3.3 eV

Geometry as XYZ:
```
94
C47H34CrINO6P2S2 the ωB97M-V functional and the def2-TZVPD basis
I 2.857 1.288 -2.102
Cr 1.107 1.055 0.131
S -0.710 5.698 -1.237
S 1.780 1.290 3.287
P -0.909 0.542 1.250
P 2.130 -1.164 0.020
O 3.268 -1.829 2.705
O 2.005 0.809 1.806
O 2.840 0.735 4.137
O 0.278 6.419 -1.977
O 0.095 2.104 -0.969
O -1.470 6.402 -0.252
N -0.015 4.334 -0.569
C -0.455 -3.519 2.147
C -1.747 -0.754 0.274
C 6.715 -1.345 0.439
C -3.018 -2.531 -1.467
C 1.425 -2.267 1.291
C -0.400 3.281 -1.212
C 1.196 0.366 -4.353
C 1.373 -2.972 3.608
C 4.683 -0.067 0.488
C -2.782 3.970 2.297
C 0.473 -1.803 -5.023
C -2.719 -1.629 0.750
C -2.034 -1.679 -1.947
C -0.858 0.155 3.025
C 3.956 -1.204 0.148
C 0.300 0.300 3.788
C 4.619 -2.411 -0.052
C -2.075 -0.454 5.020
C 1.507 -1.497 -2.793
C 6.058 -0.138 0.626
C -3.336 4.274 -4.071
C 0.958 -2.344 -3.810
C 1.670 -0.137 -3.171
C 1.370 -4.306 -2.470
C 0.270 0.013 5.147
C -1.881 2.930 2.199
C 1.813 -2.100 -1.531
C -4.150 2.950 0.597
C 0.920 -3.744 -3.625
C -3.350 -2.505 -0.120
C 0.183 -2.880 1.101
C -3.246 1.902 0.488
C -3.918 3.976 1.497
C -2.969 2.936 -3.991
C -1.772 4.804 -2.373
C -0.900 -0.403 5.758
C -2.120 1.885 1.302
C 0.557 -0.468 -5.282
C 0.133 -3.542 3.405
C 2.039 -2.345 2.556
C 1.755 -3.472 -1.410
C -1.410 3.472 -2.276
C -2.054 -0.179 3.666
C -2.734 5.232 -3.259
C -2.003 2.517 -3.083
C -1.406 -0.799 -1.082
C 5.994 -2.479 0.101
H 3.347 -1.369 3.562
H -1.752 -1.699 -2.992
H 0.541 -4.360 -4.431
H -0.909 -0.624 6.817
H -0.641 -0.137 -1.463
H 7.788 -1.402 0.561
H -3.517 -3.216 -2.139
H 1.852 -3.016 4.578
H 6.616 0.753 0.883
H -3.011 6.275 -3.321
H -2.967 -1.663 1.801
H 1.343 1.410 -4.595
H -4.622 4.792 1.576
H 0.191 -0.046 -6.207
H 4.066 -3.301 -0.311
H -0.277 -2.862 0.122
H -1.414 -3.994 1.985
H 1.979 -3.932 -0.458
H 6.498 -3.425 -0.044
H -2.605 4.787 2.982
H -1.716 1.475 -3.017
H 1.179 0.144 5.720
H -0.998 2.907 2.829
H -3.425 1.097 -0.213
H 1.398 -5.380 -2.346
H -3.014 -0.680 5.507
H -5.039 2.952 -0.020
H 0.041 -2.477 -5.752
H -4.116 -3.171 0.255
H -0.381 -4.014 4.232
H -4.084 4.576 -4.791
H -3.431 2.213 -4.650
H -2.980 -0.152 3.108
H 4.180 0.870 0.680
```

***

3.
C47H36N7O2Ti | the ωB97M-V functional and the def2-TZVPD basis

Summary:
ΔE to the lowest compared entry with this formula, charge and spin: 0.0 kcal/mol
2S+1: 1
electronic energy: -3195.75488 a.u.
charge: +1
LUMO level (spin up / spin down): -4.0 / -4.3 eV

Geometry as XYZ:
```
93
C47H36N7O2Ti the ωB97M-V functional and the def2-TZVPD basis
Ti -0.233 1.230 0.332
O -1.476 0.497 1.576
O 1.565 2.736 0.413
N 0.341 1.646 -1.722
N 1.199 0.416 1.510
N 1.058 -0.727 2.071
N -0.453 -0.364 -0.549
N -1.550 2.695 -0.371
N -0.650 2.850 1.977
N -2.317 3.376 0.390
C 3.981 2.694 0.739
C -3.108 2.876 -3.683
C 2.718 2.146 0.870
C 3.626 0.241 2.020
C 1.653 4.022 -0.203
C 4.895 0.784 1.896
C -1.292 -3.308 3.152
C -2.498 4.224 2.626
C -0.384 -3.413 -2.429
C -2.575 -1.312 2.579
C 2.132 -3.708 -1.298
C 4.153 1.023 -3.390
C 2.108 2.289 -3.277
C -1.808 2.586 -1.695
C -1.805 3.468 1.687
C -1.397 -0.675 2.102
C -0.107 -5.345 3.668
C -2.070 2.233 -4.424
C 1.739 -4.536 -2.341
C 2.535 0.916 1.499
C -2.518 -2.573 3.064
C -0.909 -1.486 -0.929
C -0.783 3.684 4.204
C 1.106 -3.413 2.877
C -1.977 4.328 3.901
C 3.653 0.149 -2.437
C 1.094 -4.719 3.308
C -4.237 -3.220 -0.581
C 0.483 -4.382 -2.909
C 5.070 2.002 1.254
C 1.273 -2.729 -0.829
C 1.595 1.402 -2.327
C -0.723 1.990 -2.434
C -4.632 -0.949 -1.267
C -0.916 1.813 -3.840
C -2.870 -2.995 -0.614
C -0.159 2.956 3.208
C -3.267 -0.716 -1.281
C -5.119 -2.201 -0.916
C 3.374 2.095 -3.806
C -2.377 -1.737 -0.960
C -0.089 -2.684 2.780
C -0.131 -1.321 2.265
C -1.283 -4.642 3.598
C 0.003 -2.578 -1.381
C 2.385 0.336 -1.906
C -2.979 3.052 -2.343
H 2.411 -5.299 -2.711
H 3.112 -3.823 -0.853
H 4.129 3.639 0.239
H -3.415 4.710 2.328
H -3.507 -0.768 2.497
H 2.225 3.959 -1.129
H -1.361 -3.291 -2.880
H -5.316 -0.154 -1.535
H 5.140 0.872 -3.807
H 0.776 2.441 3.398
H -3.754 3.514 -1.746
H 2.023 -5.271 3.364
H -2.219 -5.102 3.888
H -2.216 2.065 -5.483
H 3.755 2.791 -4.541
H 1.514 3.142 -3.584
H 3.469 -0.707 2.514
H 0.632 4.324 -0.416
H -2.883 0.255 -1.557
H -4.614 -4.195 -0.300
H 0.176 -5.019 -3.728
H -0.105 -6.372 4.004
H -4.001 3.206 -4.193
H 1.985 -0.359 -1.180
H -0.150 1.312 -4.416
H 4.251 -0.689 -2.102
H -3.430 -3.059 3.392
H 2.039 -2.939 2.605
H 6.059 2.428 1.155
H -0.347 3.737 5.191
H -2.493 4.908 4.654
H -6.186 -2.386 -0.910
H 5.747 0.254 2.298
H -2.183 -3.788 -0.346
H 2.111 4.730 0.487
H 1.580 -2.086 -0.019
```